1.
Formula: C24H39FeN11Sb2
Source: OMol25
Level of theory: ωB97M-V/def2-TZVPD

Values from the calculation:
Maximum force ... 0.00576 hartree/bohr
HOMO-LUMO gap (alpha / beta) ... 5.67 / 7.41 eV
Total charge ... +3
Multiplicity ... 2
HOMO energy (alpha / beta) ... -15.59 / -15.72 eV
Expectation value of S² ... 1.212
Electronic energy ... -89353.4421 eV

Positions of all 77 atoms, in Å:
1 Fe 0.06 0.76 -0.50
2 C 4.05 2.75 1.16
3 N 2.77 3.38 1.49
4 C 2.80 4.71 2.13
5 C 1.63 2.85 1.03
6 N 1.58 1.76 0.30
7 N 0.46 3.51 1.38
8 C -0.81 3.26 0.93
9 N -1.72 4.20 1.26
10 N -1.11 2.18 0.26
11 H 4.81 3.16 1.81
12 H 4.33 2.94 0.12
13 H 4.00 1.68 1.34
14 H 3.82 4.91 2.45
15 H 2.18 4.73 3.03
16 H 2.50 5.50 1.43
17 H 2.50 1.42 0.07
18 H 0.58 4.35 1.93
19 H -1.46 5.07 1.68
20 H -2.68 4.10 1.00
21 H -2.08 2.20 -0.03
22 C 0.00 1.10 3.57
23 Sb -0.48 -0.22 1.97
24 C -2.59 -0.27 2.09
25 C 0.21 -2.12 2.75
26 C -0.93 -3.10 2.73
27 C -1.69 -3.28 3.88
28 C -2.79 -4.13 3.87
29 C -3.12 -4.81 2.71
30 C -2.35 -4.65 1.56
31 C -1.25 -3.80 1.56
32 C -0.42 -3.67 0.31
33 Sb -0.82 -1.93 -0.87
34 C -2.89 -2.19 -1.25
35 C 0.02 -2.57 -2.71
36 H -0.61 0.74 4.40
37 H -0.28 2.13 3.34
38 H 1.05 1.04 3.83
39 H -2.90 -0.99 2.85
40 H -3.03 -0.55 1.13
41 H -2.94 0.73 2.36
42 H 0.56 -1.90 3.75
43 H 1.06 -2.44 2.16
44 H -1.42 -2.77 4.79
45 H -3.37 -4.27 4.77
46 H -3.97 -5.49 2.69
47 H -2.60 -5.22 0.68
48 H -0.64 -4.49 -0.37
49 H 0.65 -3.71 0.52
50 H -3.00 -3.19 -1.67
51 H -3.25 -1.45 -1.97
52 H -3.46 -2.13 -0.33
53 H -0.43 -3.54 -2.92
54 H 1.10 -2.69 -2.62
55 H -0.22 -1.90 -3.53
56 N 2.98 -0.88 -0.37
57 C 2.68 -0.48 -1.62
58 N 3.60 -0.62 -2.55
59 C 3.26 -0.20 -3.78
60 N 4.16 -0.27 -4.74
61 N 2.02 0.28 -4.11
62 C 1.20 0.38 -3.11
63 N 1.45 0.06 -1.82
64 C -0.19 0.85 -3.38
65 C -0.63 1.13 -4.66
66 C -1.97 1.47 -4.83
67 C -2.80 1.50 -3.73
68 C -2.27 1.22 -2.48
69 N -0.98 0.91 -2.29
70 H 3.87 -1.34 -0.22
71 H 2.29 -0.87 0.36
72 H 5.08 -0.62 -4.55
73 H 3.92 0.03 -5.67
74 H 0.06 1.07 -5.48
75 H -2.35 1.70 -5.82
76 H -3.85 1.74 -3.82
77 H -2.91 1.21 -1.61

2.
Formula: C5H6O2
Source: OMol25
Level of theory: ωB97M-V/def2-TZVPD

Values from the calculation:
Maximum force ... 0.15701 hartree/bohr
SMILES ... O=C[C@@H]1C=CCO1
HOMO-LUMO gap ... 9.37 eV
Relative energy (zero: lowest compared OMol25 entry of this formula, charge and spin) ... 398.8 kJ/mol
Multiplicity ... 1
HOMO energy ... -9.33 eV
Electronic energy ... -9372.9622 eV

Positions of all 13 atoms, in Å:
1 C -1.82 -0.09 0.12
2 C -0.58 0.10 0.95
3 C 1.15 -1.01 -0.18
4 C 1.00 0.39 -0.72
5 C 0.06 1.07 0.00
6 H -2.54 0.78 0.15
7 H -0.38 0.55 1.99
8 H 1.08 -1.65 -1.03
9 H 2.26 -0.96 0.34
10 H 1.86 0.75 -1.32
11 H -0.37 2.18 -0.17
12 O -1.77 -0.91 -0.96
13 O 0.05 -1.22 0.83

3.
Formula: C15H28Cl2N5O2
Source: OMol25
Level of theory: ωB97M-V/def2-TZVPD

Values from the calculation:
Maximum force ... 0.10304 hartree/bohr
HOMO-LUMO gap ... 10.20 eV
Relative energy (zero: lowest compared OMol25 entry of this formula, charge and spin) ... 57.6 kJ/mol
Total charge ... +1
Multiplicity ... 1
HOMO energy ... -13.66 eV
Electronic energy ... -52592.8450 eV

Positions of all 52 atoms, in Å:
1 C -3.80 1.43 1.80
2 C -3.76 0.00 1.28
3 Cl -5.45 -0.56 1.13
4 C -3.08 -0.17 -0.09
5 Cl -3.93 0.62 -1.43
6 N -1.64 0.03 -0.05
7 C -0.96 1.13 -0.21
8 N -1.51 2.29 -0.50
9 N 0.43 1.15 -0.10
10 C 0.91 0.63 1.22
11 C 2.04 -0.35 0.97
12 O 1.53 -1.66 0.72
13 C 1.82 -2.10 -0.54
14 O 1.80 -3.21 -0.80
15 H -4.44 1.49 2.67
16 H -2.79 1.77 2.05
17 H -4.22 2.10 1.06
18 H -3.28 -0.66 1.99
19 H -3.21 -1.22 -0.29
20 H -1.09 -0.78 0.20
21 H -0.94 3.03 -0.11
22 H -2.46 2.45 -0.16
23 H 0.74 0.54 -0.86
24 H 0.15 0.09 1.78
25 H 1.25 1.47 1.81
26 H 2.64 -0.39 1.88
27 H 2.70 0.00 0.18
28 H 2.07 -1.36 -1.32
29 C -1.10 2.47 -6.51
30 C -1.86 2.51 -5.19
31 C -1.02 3.06 -4.03
32 C 0.12 2.20 -3.71
33 N 1.00 1.51 -3.46
34 H -0.24 1.80 -6.46
35 H -1.74 2.12 -7.31
36 H -0.74 3.47 -6.78
37 H -2.22 1.51 -4.95
38 H -2.74 3.14 -5.31
39 H -1.65 3.15 -3.14
40 H -0.66 4.06 -4.27
41 C 2.53 -3.85 3.04
42 C 3.98 -3.66 3.48
43 C 4.07 -3.02 4.87
44 C 3.53 -1.67 4.86
45 N 3.09 -0.61 4.85
46 H 2.02 -2.89 2.95
47 H 2.50 -4.33 2.06
48 H 1.98 -4.47 3.74
49 H 4.51 -3.04 2.75
50 H 4.47 -4.63 3.50
51 H 5.12 -2.99 5.19
52 H 3.54 -3.63 5.60

4.
Formula: C47H47NOsP2
Source: OMol25
Level of theory: ωB97M-V/def2-TZVPD

Values from the calculation:
Maximum force ... 0.05066 hartree/bohr
HOMO-LUMO gap (alpha / beta) ... 6.29 / 5.34 eV
Relative energy (zero: lowest compared OMol25 entry of this formula, charge and spin) ... 183.6 kJ/mol
Total charge ... +2
Multiplicity ... 5
HOMO energy (alpha / beta) ... -11.93 / -12.68 eV
Expectation value of S² ... 6.082
Electronic energy ... -72015.1749 eV

Positions of all 98 atoms, in Å:
1 Os -0.43 0.17 1.46
2 C -1.95 0.22 3.34
3 C -2.51 0.07 2.03
4 C -3.21 1.14 1.20
5 C -2.32 2.00 0.28
6 C -0.86 1.97 0.63
7 C -0.46 2.14 2.02
8 C -1.43 2.66 3.09
9 C -1.86 1.54 4.06
10 C 1.55 -0.01 1.34
11 H -2.01 -0.65 4.01
12 H -2.91 -0.92 1.79
13 H -3.86 1.76 1.82
14 H -3.89 0.59 0.52
15 H -2.43 1.69 -0.78
16 H -2.68 3.05 0.29
17 H -0.17 2.38 -0.11
18 H 0.56 2.51 2.22
19 H -2.31 3.19 2.69
20 H -0.89 3.42 3.67
21 H -1.10 1.48 4.87
22 H -2.81 1.76 4.57
23 H 1.81 -0.18 2.40
24 H 1.92 0.97 1.02
25 H 2.00 -0.75 0.68
26 P -0.37 -1.39 -3.15
27 P 1.09 0.83 -3.17
28 C -1.38 0.03 -3.62
29 C -0.60 1.15 -3.76
30 C -0.61 -2.50 -4.65
31 C -1.59 -2.28 -5.64
32 C -1.83 -3.23 -6.64
33 C -1.03 -4.37 -6.76
34 C 0.06 -4.52 -5.88
35 C 0.26 -3.60 -4.84
36 C -1.15 -2.22 -1.74
37 C -0.53 -2.15 -0.47
38 C -1.18 -2.66 0.65
39 C -2.25 -3.56 0.47
40 C -2.87 -3.62 -0.78
41 C -2.36 -2.88 -1.87
42 C 1.98 0.97 -4.84
43 C 1.76 -0.01 -5.83
44 C 2.29 0.15 -7.11
45 C 3.10 1.24 -7.41
46 C 3.37 2.18 -6.42
47 C 2.82 2.05 -5.14
48 C 1.55 2.41 -2.38
49 C 2.86 2.53 -1.86
50 C 3.29 3.75 -1.36
51 C 2.42 4.86 -1.33
52 C 1.13 4.73 -1.85
53 C 0.69 3.51 -2.36
54 H -2.44 -0.07 -3.81
55 H -0.89 2.11 -4.20
56 H -2.16 -1.35 -5.62
57 H -2.66 -3.07 -7.34
58 H -1.24 -5.13 -7.51
59 H 0.74 -5.36 -6.00
60 H 1.12 -3.71 -4.18
61 H 0.47 -1.71 -0.36
62 H -0.86 -2.27 1.64
63 H -2.59 -4.19 1.30
64 H -3.77 -4.22 -0.94
65 H -2.90 -2.84 -2.82
66 H 1.16 -0.90 -5.59
67 H 2.07 -0.59 -7.88
68 H 3.53 1.35 -8.40
69 H 4.02 3.02 -6.63
70 H 3.04 2.81 -4.39
71 H 3.53 1.66 -1.89
72 H 4.31 3.85 -0.97
73 H 2.76 5.81 -0.91
74 H 0.45 5.58 -1.85
75 H -0.32 3.41 -2.75
76 C 1.21 2.57 7.17
77 C 1.36 2.83 5.81
78 C 1.44 1.78 4.90
79 C 1.23 0.43 5.33
80 C 1.29 0.18 6.73
81 C 1.16 1.24 7.63
82 N 0.94 -0.54 4.41
83 C 0.42 -1.76 4.74
84 C 0.77 -2.90 3.98
85 C 0.38 -4.16 4.40
86 C -0.36 -4.32 5.58
87 C -0.82 -3.19 6.27
88 C -0.55 -1.92 5.77
89 H 1.13 3.41 7.88
90 H 1.44 3.85 5.43
91 H 1.64 1.95 3.84
92 H 1.35 -0.85 7.06
93 H 1.02 1.04 8.69
94 H 1.36 -2.73 3.07
95 H 0.66 -5.03 3.80
96 H -0.61 -5.33 5.93
97 H -1.41 -3.29 7.18
98 H -1.04 -1.03 6.16

5.
Formula: C37H96F5N7O19S3
Source: OMol25
Level of theory: ωB97M-V/def2-TZVPD

Values from the calculation:
Maximum force ... 0.16885 hartree/bohr
HOMO-LUMO gap ... 0.87 eV
Relative energy (zero: lowest compared OMol25 entry of this formula, charge and spin) ... 1684.6 kJ/mol
Total charge ... +4
Multiplicity ... 1
HOMO energy ... -8.31 eV
Electronic energy ... -135294.8964 eV

Positions of all 167 atoms, in Å:
1 C 1.56 8.24 5.04
2 O 2.14 7.75 3.84
3 C 3.43 7.39 4.00
4 C 4.01 7.39 2.57
5 N 3.66 8.71 1.92
6 H 4.18 8.68 1.01
7 H 2.73 8.57 1.63
8 C 3.83 10.03 2.51
9 C 3.16 11.14 1.76
10 O 1.83 10.73 1.43
11 C 1.05 11.76 0.87
12 H 2.20 9.07 5.41
13 H 1.48 7.53 5.86
14 H 0.57 8.57 4.78
15 H 3.60 6.42 4.51
16 H 3.97 8.12 4.62
17 H 3.63 6.60 1.90
18 H 5.06 7.36 2.58
19 H 4.89 10.15 2.59
20 H 3.48 10.07 3.54
21 H 3.73 11.42 0.91
22 H 3.14 11.97 2.48
23 H 1.22 12.68 1.40
24 H 0.02 11.40 0.85
25 H 1.25 11.97 -0.14
26 C 3.51 -5.55 0.48
27 O 4.01 -4.21 0.31
28 C 2.98 -3.36 -0.17
29 C 3.47 -1.88 -0.08
30 N 4.05 -1.60 1.28
31 H 4.68 -2.45 1.54
32 H 4.51 -0.76 1.19
33 C 2.99 -1.42 2.34
34 C 3.18 -2.40 3.54
35 O 4.57 -2.37 3.71
36 C 5.21 -2.98 4.86
37 H 3.13 -5.89 -0.43
38 H 2.81 -5.63 1.30
39 H 4.39 -6.23 0.74
40 H 2.09 -3.48 0.48
41 H 2.80 -3.57 -1.21
42 H 2.78 -1.09 -0.30
43 H 4.28 -1.80 -0.76
44 H 2.03 -1.52 1.89
45 H 3.14 -0.43 2.84
46 H 2.97 -3.45 3.18
47 H 2.60 -2.24 4.38
48 H 6.22 -2.79 4.79
49 H 5.07 -4.07 4.81
50 H 4.89 -2.60 5.83
51 C -8.56 4.67 -3.39
52 O -8.61 3.63 -2.38
53 C -9.78 2.86 -2.51
54 C -9.75 1.73 -1.41
55 N -8.30 1.16 -1.35
56 H -7.85 2.18 -1.42
57 H -8.06 0.67 -0.42
58 C -7.91 0.49 -2.62
59 C -6.53 0.29 -2.99
60 O -5.57 0.86 -2.36
61 C -4.11 0.64 -2.77
62 H -8.71 4.33 -4.37
63 H -7.59 5.17 -3.32
64 H -9.29 5.45 -3.14
65 H -9.85 2.40 -3.49
66 H -10.68 3.43 -2.27
67 H -10.41 0.93 -1.74
68 H -10.05 2.06 -0.43
69 H -8.44 0.94 -3.47
70 H -8.17 -0.55 -2.55
71 H -6.39 -0.46 -3.78
72 H -3.66 0.72 0.87
73 H -3.90 -0.39 -2.79
74 H -3.62 1.10 -1.90
75 H -3.81 1.18 -3.65
76 C -4.22 -10.77 -6.54
77 O -2.89 -11.16 -6.10
78 C -2.32 -10.09 -5.43
79 C -0.82 -10.28 -5.25
80 N -0.62 -11.80 -5.17
81 H -1.51 -12.38 -5.32
82 H -0.05 -12.05 -6.04
83 C 0.02 -12.35 -4.01
84 C 1.38 -11.75 -3.80
85 O 2.24 -11.59 -4.81
86 C 3.47 -11.29 -4.53
87 H -4.75 -10.79 -5.54
88 H -4.65 -11.43 -7.30
89 H -4.18 -9.85 -7.11
90 H -2.79 -9.92 -4.35
91 H -2.48 -9.19 -5.87
92 H -0.62 -9.79 -4.24
93 H 0.02 -9.86 -5.96
94 H 0.27 -13.37 -4.38
95 H -0.52 -12.50 -3.09
96 H 1.74 -12.23 -2.83
97 H 1.14 -10.73 -3.19
98 H 7.53 -12.53 -1.33
99 H 3.86 -11.07 -3.49
100 H 4.17 -11.32 -5.31
101 C -6.64 4.32 7.41
102 O -7.13 3.36 6.52
103 C -8.52 3.26 6.49
104 C -8.95 2.13 5.60
105 N -8.23 0.90 6.09
106 H -7.18 0.95 5.94
107 H -8.29 0.81 7.09
108 C -8.67 -0.44 5.44
109 C -9.98 -0.93 6.12
110 O -11.10 -0.53 5.49
111 C -12.33 -0.76 6.25
112 H -7.32 4.51 8.18
113 H -6.51 5.27 6.93
114 H -5.69 3.95 7.70
115 H -8.94 4.24 6.12
116 H -8.95 3.14 7.43
117 H -8.68 2.26 4.57
118 H -10.02 1.85 5.55
119 H -7.83 -1.15 5.70
120 H -8.78 -0.27 4.39
121 H -10.04 -0.63 7.16
122 H -9.97 -1.99 6.25
123 H -13.03 -1.20 5.53
124 H -12.70 0.17 6.73
125 H -12.13 -1.59 6.96
126 C 11.12 2.85 -6.55
127 O 11.06 2.46 -5.22
128 C 9.85 2.98 -4.56
129 C 9.81 2.40 -3.16
130 N 10.36 0.91 -3.29
131 H 11.04 1.00 -4.09
132 H 10.93 0.65 -2.50
133 C 9.22 -0.07 -3.52
134 C 9.73 -1.29 -4.36
135 O 10.19 -0.76 -5.60
136 C 10.78 -1.66 -6.50
137 H 11.39 3.86 -6.76
138 H 10.16 2.65 -7.09
139 H 11.77 2.07 -6.95
140 H 9.01 2.55 -5.20
141 H 9.85 4.09 -4.52
142 H 8.87 2.44 -2.59
143 H 10.60 2.97 -2.62
144 H 8.51 0.41 -4.19
145 H 8.74 -0.30 -2.66
146 H 8.92 -2.07 -4.38
147 H 10.62 -1.77 -3.83
148 H 11.29 -0.98 -7.20
149 H 10.08 -2.18 -7.16
150 H 11.48 -2.41 -6.06
151 N 5.72 2.76 1.11
152 S 4.26 2.66 1.59
153 O 3.55 1.56 1.00
154 O 3.56 3.90 1.64
155 F 4.48 2.29 3.15
156 S 6.46 1.63 0.37
157 O 6.28 0.27 0.85
158 O 7.73 2.04 0.00
159 F 5.62 1.57 -1.03
160 C -5.00 -0.02 3.22
161 F -3.83 -0.53 3.34
162 F -5.91 -1.00 3.43
163 F -5.05 0.89 4.27
164 S -5.49 1.00 1.87
165 O -4.85 2.24 2.14
166 O -4.46 0.50 0.60
167 O -6.81 0.50 1.59

6.
Formula: C23H52LaNO5P2SSi
Source: OMol25
Level of theory: ωB97M-V/def2-TZVPD

Values from the calculation:
Maximum force ... 0.04371 hartree/bohr
HOMO-LUMO gap (alpha / beta) ... 3.91 / 3.60 eV
Relative energy (zero: lowest compared OMol25 entry of this formula, charge and spin) ... 222.6 kJ/mol
Multiplicity ... 1
HOMO energy (alpha / beta) ... -3.75 / -3.56 eV
Electronic energy ... -74575.4370 eV

Positions of all 86 atoms, in Å:
1 C -2.10 -5.76 0.95
2 C -1.77 -4.48 0.45
3 N -1.29 -3.51 1.31
4 C -0.91 -3.85 2.57
5 C -1.18 -5.11 3.08
6 C -1.82 -6.05 2.28
7 C -1.95 -4.10 -0.94
8 P -0.75 -3.31 -1.94
9 La -2.15 -1.45 0.24
10 P -0.82 -1.11 2.95
11 C -0.16 -2.79 3.35
12 O -6.00 -4.76 -0.77
13 O -3.28 -0.71 -2.36
14 H -2.54 -6.48 0.28
15 H -0.86 -5.31 4.10
16 H -2.05 -7.02 2.69
17 C 0.76 -4.21 -2.27
18 C -1.49 -2.93 -3.54
19 H -0.21 -2.97 4.44
20 H 0.91 -2.78 3.09
21 H -6.93 -4.86 -1.02
22 H -2.80 -4.58 -1.44
23 C 0.56 -0.04 3.48
24 C -1.97 -0.95 4.38
25 H -2.99 -0.35 2.25
26 H -2.77 0.11 -2.54
27 H -4.17 -0.50 -2.65
28 H -6.06 -4.39 0.13
29 H -0.37 -2.04 -1.41
30 H -3.51 -0.09 1.75
31 H 0.61 -4.95 -3.07
32 H 1.55 -3.53 -2.60
33 H 1.13 -4.74 -1.38
34 H -1.65 -3.85 -4.11
35 H -2.42 -2.38 -3.39
36 H -0.79 -2.29 -4.10
37 H -1.41 -0.80 5.31
38 H -2.60 -0.08 4.20
39 H -2.60 -1.84 4.45
40 H 0.51 0.13 4.57
41 H 1.52 -0.52 3.22
42 H 0.47 0.91 2.94
43 C 3.02 2.08 2.33
44 C 2.02 3.15 1.89
45 C 1.50 3.94 3.08
46 C 2.71 4.08 0.90
47 O 0.84 2.50 1.31
48 Si 0.62 1.94 -0.23
49 S -1.24 1.08 -0.44
50 O 0.87 3.20 -1.28
51 C 0.02 4.27 -1.75
52 C -0.92 4.73 -0.64
53 C 0.93 5.42 -2.20
54 C -0.77 3.75 -2.95
55 O 1.87 0.89 -0.54
56 C 2.46 0.58 -1.84
57 C 1.37 0.18 -2.83
58 C 3.23 1.78 -2.38
59 C 3.43 -0.57 -1.60
60 H 3.92 2.57 2.73
61 H 3.31 1.45 1.48
62 H 2.60 1.46 3.13
63 H 2.32 4.46 3.58
64 H 0.77 4.69 2.76
65 H 1.03 3.28 3.82
66 H 3.13 3.53 0.05
67 H 2.02 4.87 0.55
68 H 3.54 4.58 1.42
69 H -0.35 5.07 0.23
70 H -1.51 5.58 -1.01
71 H -1.61 3.92 -0.35
72 H 1.62 5.09 -2.98
73 H 0.30 6.22 -2.61
74 H 1.50 5.83 -1.36
75 H -0.07 3.42 -3.74
76 H -1.41 2.91 -2.65
77 H -1.39 4.56 -3.35
78 H 0.70 1.02 -3.04
79 H 1.84 -0.13 -3.78
80 H 0.79 -0.66 -2.44
81 H 4.01 2.09 -1.68
82 H 3.71 1.50 -3.33
83 H 2.56 2.63 -2.57
84 H 4.24 -0.27 -0.92
85 H 2.92 -1.44 -1.16
86 H 3.89 -0.88 -2.54